a) Density functional theory data (ωB97M-V/def2-TZVPD) for a molecular structure, C30H42BIrN8S3.

Cartesian coordinates (Å):
Ir -0.45521 -0.36715 -0.96127
C 0.70301 -3.80808 1.68104
C 1.30850 -3.02040 2.84156
C 2.47982 -3.82499 3.39783
C 0.29324 -2.76478 3.95254
N 1.82523 -1.68155 2.36530
C 3.11373 -1.23927 2.57657
C 3.17662 0.03928 2.14890
N 1.93037 0.39779 1.70441
B 1.65200 1.86646 1.28242
N 0.17886 2.25110 1.56970
C -0.18613 2.62410 2.84854
C -1.44919 3.07997 2.79964
N -1.87680 2.97152 1.48374
C -0.86446 2.44477 0.75980
S -0.90133 1.98462 -0.92605
C -3.20719 3.47519 0.98796
C -2.95824 4.60620 -0.00713
C -4.00601 2.33727 0.34748
C -4.00456 4.01128 2.17361
N 2.06191 2.15749 -0.18692
C 2.39087 3.44248 -0.56019
C 2.75874 3.41616 -1.85376
N 2.64648 2.10648 -2.28907
C 2.20914 1.36283 -1.25425
S 1.86100 -0.35622 -1.24581
C 2.95560 1.65371 -3.69740
C 4.07464 0.61740 -3.65188
C 1.68682 1.10498 -4.34732
C 3.42702 2.85967 -4.50599
C 1.12033 -0.66123 1.82527
S -0.55504 -0.72642 1.31805
H 0.43351 -4.79980 2.04632
H 1.43498 -3.92500 0.87914
H -0.19336 -3.34179 1.27977
H 2.10417 -4.80208 3.69664
H 2.91932 -3.35988 4.28093
H 3.25426 -3.98534 2.64575
H -0.04377 -3.71633 4.36407
H -0.58089 -2.22719 3.58217
H 0.74595 -2.18549 4.75879
H 3.89095 -1.85930 2.97973
H 4.00301 0.72942 2.14914
H 2.33322 2.56774 1.97853
H 0.49373 2.55160 3.68040
H -2.06790 3.45133 3.59315
H -2.40447 4.26067 -0.88032
H -2.40189 5.41728 0.46492
H -3.91540 5.00138 -0.34854
H -3.59782 2.06713 -0.62366
H -5.03328 2.66991 0.20192
H -4.02121 1.46655 1.01095
H -3.50553 4.85309 2.65496
H -4.20539 3.23543 2.91483
H -4.96267 4.36980 1.80137
H 2.35097 4.26563 0.13253
H 3.07539 4.22391 -2.48422
H 3.76592 -0.29661 -3.14659
H 4.95132 1.02172 -3.14344
H 4.36157 0.35863 -4.67114
H 1.33565 0.20019 -3.85646
H 1.90128 0.86271 -5.38819
H 0.89400 1.85624 -4.32649
H 4.33863 3.29607 -4.09473
H 2.65657 3.62885 -4.57847
H 3.65129 2.52143 -5.51615
N -2.59359 -0.61439 -1.20994
C -2.92684 -2.00418 -0.95954
C -4.13824 -2.42865 -0.50596
C -4.37561 -3.80958 -0.30566
C -3.39648 -4.72403 -0.56366
C -2.12105 -4.29603 -1.00895
C -1.04088 -5.17159 -1.26437
C 0.16215 -4.66576 -1.67083
C 0.31689 -3.27563 -1.77692
N -0.66757 -2.42725 -1.53743
C -1.89302 -2.92455 -1.18739
H -3.17888 0.00564 -0.65734
H -2.74027 -0.38109 -2.19094
H -4.92898 -1.71217 -0.31266
H -5.34762 -4.13157 0.04041
H -3.57665 -5.78308 -0.42547
H -1.17443 -6.23691 -1.11937
H 1.00091 -5.31128 -1.89089
H 1.26825 -2.84651 -2.06803

The net charge is +2. The value obtained for the orbital gap is 6.60 eV.

Mulliken atomic charge list, values in e, 8 entries: number 1, Ir, carries 0.981; number 2, C, carries -1.499; number 3, C, carries 1.233; number 4, C, carries -2.208; number 5, C, carries -1.590; number 6, N, carries 0.498; number 7, C, carries -0.379; number 8, C, carries -1.226

---

b) Density functional theory data (ωB97M-V/def2-TZVPD) for a molecular structure, C30H42BIrN8S3.

Cartesian coordinates (Å):
Ir 0.47127 -0.17617 0.52848
C 3.58295 -4.56889 -2.82822
C 3.03125 -3.76456 -1.65476
C 3.23325 -4.56681 -0.37184
C 3.72633 -2.40530 -1.61568
N 1.55098 -3.54717 -1.86881
C 0.85960 -3.96149 -2.98868
C -0.42603 -3.58494 -2.83264
N -0.54297 -2.94843 -1.61624
B -1.93010 -2.33246 -1.24929
N -2.27342 -2.26270 0.27701
C -2.81259 -3.36241 0.90150
C -3.27078 -2.97696 2.11275
N -3.01271 -1.62974 2.24724
C -2.38416 -1.22295 1.12425
S -1.74314 0.36483 0.80526
C -3.54496 -0.77711 3.38761
C -4.20203 -1.71727 4.39479
C -2.41726 -0.02171 4.09154
C -4.59155 0.17189 2.80917
N -2.15161 -0.98601 -1.97890
C -3.38066 -0.69606 -2.53467
C -3.30014 0.51568 -3.11465
N -2.01596 0.98457 -2.92024
C -1.34135 0.05657 -2.21715
S 0.33095 0.17401 -1.70886
C -1.51672 2.32094 -3.41709
C -1.16920 3.19376 -2.21309
C -2.62992 2.99707 -4.21179
C -0.32279 2.09412 -4.34200
C 0.67446 -2.92667 -1.05941
S 1.03629 -2.30364 0.54576
H 4.64473 -4.72761 -2.64927
H 3.48977 -4.03522 -3.77428
H 3.11545 -5.55052 -2.91087
H 4.29207 -4.80419 -0.27261
H 2.67918 -5.50521 -0.40995
H 2.93953 -4.01563 0.52044
H 4.80168 -2.56444 -1.54068
H 3.41766 -1.80873 -0.76037
H 3.52872 -1.84627 -2.53104
H 1.32534 -4.49586 -3.79303
H -1.27522 -3.72887 -3.47640
H -2.73422 -3.08957 -1.70751
H -2.85296 -4.32386 0.42102
H -3.76687 -3.55181 2.86980
H -3.49086 -2.44206 4.79514
H -5.06467 -2.23694 3.97672
H -4.56276 -1.11635 5.22725
H -1.63676 -0.70699 4.41601
H -2.83943 0.45308 4.97675
H -1.98188 0.75600 3.47252
H -5.38890 -0.38324 2.31339
H -4.15302 0.87440 2.10111
H -5.03346 0.75290 3.61832
H -4.20100 -1.38909 -2.48225
H -4.04245 1.06526 -3.65875
H -2.03201 3.29816 -1.55357
H -0.89263 4.18600 -2.56846
H -0.32989 2.79408 -1.64827
H -3.50429 3.21327 -3.59725
H -2.92744 2.41206 -5.08232
H -2.24508 3.94838 -4.57462
H 0.53581 1.67414 -3.82230
H -0.01838 3.05255 -4.76157
H -0.59537 1.43625 -5.16788
N -0.05929 -2.30734 3.42680
C 1.07517 -1.73293 3.98940
C 1.73910 -2.39740 5.00310
C 2.75337 -1.79658 5.75556
C 3.08513 -0.48870 5.54051
C 2.45183 0.22227 4.50377
C 2.72059 1.59324 4.31301
C 2.08090 2.28798 3.32622
C 1.26011 1.55970 2.46356
N 1.00459 0.26601 2.57006
C 1.50483 -0.41673 3.65621
H -0.37642 -1.91745 2.55289
H -0.06345 -3.31580 3.41571
H 1.42086 -3.40233 5.25374
H 3.23489 -2.36307 6.54071
H 3.81387 0.01869 6.15750
H 3.42395 2.08412 4.97368
H 2.22878 3.34535 3.16717
H 0.81440 2.07362 1.60607

The net charge is +2. The value obtained for the orbital gap is 5.74 eV.

Mulliken atomic charge list, values in e, 8 entries: number 1, Ir, carries 0.768; number 2, C, carries -2.155; number 3, C, carries 1.049; number 4, C, carries -1.451; number 5, C, carries -1.334; number 6, N, carries 0.454; number 7, C, carries -0.300; number 8, C, carries -1.273

---

Quick ranking, most stable first: a), b).

---

a) Density functional theory data (ωB97M-V/def2-TZVPD) for 14 unconnected molecules or ions with the total composition H27O14.

Cartesian coordinates (Å):
O -0.72211 -2.51708 -2.50583
H -1.01676 -1.66581 -2.19317
O 0.26646 1.04516 -1.89329
H 0.60346 1.83383 -1.44058
H -0.65936 1.05087 -1.58420
O -0.30821 0.75305 2.24103
H 0.23871 -0.74024 -0.54565
H -0.66689 0.23926 2.97418
O -3.42870 0.18253 2.09002
H -2.72359 0.49995 1.48303
H -3.81965 -0.61887 1.73914
O 1.22598 -4.10806 -0.46677
H -2.81238 0.59450 -0.84637
H 1.17025 -3.16712 -0.22289
O 4.45090 1.98958 -1.67847
H 3.78655 1.39963 -1.30386
H 4.57215 2.74248 -1.10021
O 0.29423 3.00669 0.28891
H -0.43983 2.35190 0.29867
H 0.76466 2.89008 1.11890
O 0.46717 -1.41957 0.11358
H 0.32722 -0.84009 0.87651
H 0.44807 -4.06964 -1.03872
O -1.81285 1.22811 0.13174
H -2.18390 2.11242 0.24289
H -1.09577 0.89473 1.64590
O 0.94807 2.70972 4.39054
H 0.19083 2.14325 4.23698
H 0.79931 3.52318 3.91286
O -0.84867 -4.17044 2.39120
H -0.95355 -4.08679 1.44942
H -0.39860 -3.36702 2.66293
O -3.30634 0.38123 -1.71865
H -3.75970 1.18851 -1.96676
H -0.04656 -2.60471 -3.17211
O 2.72495 0.00023 0.36235
H 2.18673 0.50780 0.97020
H 2.20883 -0.72775 -0.03266
O 1.42959 -0.63243 -3.94492
H 1.09181 0.00641 -3.29273
H 0.80747 -0.53948 -4.67314

The net charge is -1. The value obtained for the orbital gap is 9.93 eV.

Mulliken atomic charge list, values in e, 8 entries: number 1, O, carries -0.604; number 2, H, carries 0.275; number 3, O, carries -0.619; number 4, H, carries 0.338; number 5, H, carries 0.261; number 6, O, carries -0.600; number 7, H, carries 0.310; number 8, H, carries 0.300

---

b) Density functional theory data (ωB97M-V/def2-TZVPD) for 14 unconnected molecules or ions with the total composition H27O14.

Cartesian coordinates (Å):
O 1.44622 -0.07273 -2.94545
H 1.25663 0.73133 -2.44811
O 1.97155 3.95270 -1.28100
H -0.17290 3.06222 -0.26692
H 3.00239 -1.82958 -3.01374
O 2.28123 -0.89849 3.00906
H 3.29050 -1.26206 -1.57329
H -1.27668 -1.24032 0.69336
O -1.37824 -1.43632 -0.26167
H 1.10879 -1.80716 1.02698
H -2.95837 -0.36671 2.00315
O 0.65476 -2.56508 1.39664
H -1.76683 0.40820 2.14999
H -3.63602 2.74203 1.68238
O -3.77391 1.79435 1.57990
H -0.27154 1.39280 0.54607
H 4.69399 1.98343 0.47096
O -2.02786 -0.53626 2.21547
H -1.84884 1.88247 -0.89686
H -3.61022 1.72323 0.62533
O 3.55387 -1.89116 -2.23610
H 2.73391 -1.07653 2.18483
H -4.66912 -1.24871 -0.43242
O -2.79290 1.68596 -1.31193
H -2.81575 0.72537 -1.28107
H 1.84037 -0.04215 2.93618
O 0.07328 0.84741 1.45399
H 0.06985 0.03154 0.94015
H -1.35951 -0.66169 -0.82370
O 4.84786 1.95550 -0.47385
H 0.45485 -2.28258 2.29691
H -3.79039 -2.24168 0.37315
O -0.42313 2.19155 -0.56783
H 1.41283 -4.06172 -1.18825
H 4.01003 1.80269 -0.91951
O -4.67135 -2.09511 0.01344
H 1.87531 3.97434 -0.32592
H 0.69304 -0.66012 -2.84159
O 0.62001 -4.36588 -0.78030
H 1.15597 3.55063 -1.59509
H 0.19632 -3.79571 -0.13331

The net charge is -1. The value obtained for the orbital gap is 9.29 eV.

Mulliken atomic charge list, values in e, 8 entries: number 1, O, carries -0.623; number 2, H, carries 0.274; number 3, O, carries -0.638; number 4, H, carries 0.143; number 5, H, carries 0.309; number 6, O, carries -0.629; number 7, H, carries 0.303; number 8, H, carries 0.325

---

Quick ranking, most stable first: a), b).

---

a) Density functional theory data (ωB97M-V/def2-TZVPD) for 2 unconnected molecules or ions with the total composition C4H7N4.

Cartesian coordinates (Å):
C 0.05022 1.25774 -1.12979
C 0.75153 2.04366 -0.31833
C -1.17410 -2.92052 -0.46378
C -0.75313 -1.54565 -0.57685
N -0.37157 0.60477 -2.03236
N 1.70437 3.42227 1.48019
N 1.08473 2.63391 0.68576
N -0.45163 -0.79780 0.34515
H -1.92767 -3.12569 0.27977
H -1.48148 -3.37369 -1.35132
H -0.33440 -3.44443 -0.13577
H -0.89871 -0.92597 -1.55377
H 2.34644 4.19814 1.09501
H 1.82304 2.98901 2.40466
H -0.36765 -1.01575 1.27141

The net charge is +1. The value obtained for the orbital gap (alpha / beta) is 6.83 / 5.18 eV. As for the multiplicity: 3.

Mulliken atomic charge list, values in e, 8 entries: number 1, C, carries 0.264; number 2, C, carries 0.362; number 3, C, carries -1.223; number 4, C, carries 0.459; number 5, N, carries -0.594; number 6, N, carries -0.638; number 7, N, carries 0.142; number 8, N, carries -0.157

---

b) Density functional theory data (ωB97M-V/def2-TZVPD) for a gas-phase ion, C4H7N4 (charge +1).

Cartesian coordinates (Å):
C 2.21623 -0.24352 -0.21194
C 0.78448 -0.42949 -0.06362
C 0.12348 0.82286 -0.08939
C -1.03495 -1.86383 0.31698
N 3.33066 -0.04697 -0.25794
N 0.29000 -1.72267 0.03587
N 0.54680 1.83044 0.60711
N -0.86002 1.02090 -0.95527
H -1.15767 -2.39981 1.36358
H -1.34693 -2.60672 -0.46601
H -1.62425 -0.97131 0.55548
H 1.36805 1.89933 1.11879
H 0.02213 2.59323 0.42711
H -1.27813 0.19160 -1.36669
H -1.37987 1.92596 -1.01408

The net charge is +1. The value obtained for the orbital gap (alpha / beta) is 8.48 / 7.03 eV. As for the multiplicity: 3.

Mulliken atomic charge list, values in e, 8 entries: number 1, C, carries -0.025; number 2, C, carries 0.328; number 3, C, carries 0.798; number 4, C, carries -0.896; number 5, N, carries -0.269; number 6, N, carries -0.277; number 7, N, carries -0.279; number 8, N, carries -0.361

---

Quick ranking, most stable first: b), a).

---

a) Density functional theory data (ωB97M-V/def2-TZVPD) for a gas-phase ion, C6H13N2 (charge +1).

Cartesian coordinates (Å):
C -2.00217 -0.23305 -1.25579
C -1.36091 -0.01405 -0.11874
C -1.84393 0.54405 1.19665
C 0.02487 -0.67186 -0.07338
N 0.17344 -1.95344 0.21370
N 1.04301 0.14256 -0.24317
C 1.00782 1.60304 -0.33005
C 2.37664 -0.43769 0.04215
H -2.90883 0.28333 -1.48392
H -1.72572 -0.93893 -1.98137
H -1.24751 0.08665 1.98207
H -2.93138 0.18542 1.22038
H -1.77351 1.70469 1.25312
H -0.62624 -2.35360 0.72080
H 0.94551 -2.44552 -0.22963
H 1.17491 1.98207 0.61743
H 1.73581 1.96354 -0.94170
H 0.00249 2.07087 -0.76743
H 2.39492 -1.34190 -0.55029
H 3.13888 0.31079 -0.41812
H 2.40190 -0.48697 1.14727

As for the structure (SMILES): C=C(C)C(=[NH2+])N(C)C. The net charge is +1. The value obtained for the orbital gap is 10.87 eV.

Mulliken atomic charge list, values in e, 8 entries: number 1, C, carries -0.831; number 2, C, carries 0.324; number 3, C, carries -0.956; number 4, C, carries 0.573; number 5, N, carries -0.364; number 6, N, carries -0.015; number 7, C, carries -0.950; number 8, C, carries -1.135

---

b) Density functional theory data (ωB97M-V/def2-TZVPD) for a gas-phase ion, C6H13N2 (charge +1).

Cartesian coordinates (Å):
N 1.37792 1.24369 0.29483
C 1.96126 0.04042 -0.30828
C 1.16634 -1.20801 0.06827
C -0.36372 -1.07003 -0.11220
C -0.76703 -0.23203 -1.27300
N -1.60446 0.68027 -0.97512
C -1.88020 0.80248 0.47082
C -1.14154 -0.41249 1.05766
H 1.75929 2.07442 -0.14310
H 1.63691 1.31396 1.27374
H 3.00975 -0.11751 -0.04141
H 1.94702 0.17831 -1.39330
H 1.53725 -2.05637 -0.50718
H 1.33590 -1.45325 1.11853
H -0.77457 -2.06361 -0.32449
H -0.46601 -0.37915 -2.30441
H -1.99487 1.31697 -1.66043
H -1.47810 1.75605 0.80542
H -2.95870 0.77850 0.61510
H -1.84497 -1.11119 1.50405
H -0.45749 -0.08144 1.83448

As for the structure (SMILES): NCC[C@@H]1C=[NH+]CC1. The net charge is +1. The value obtained for the orbital gap is 9.43 eV.

Mulliken atomic charge list, values in e, 8 entries: number 1, N, carries -0.440; number 2, C, carries -0.740; number 3, C, carries -1.002; number 4, C, carries 0.459; number 5, C, carries -0.535; number 6, N, carries -0.040; number 7, C, carries -0.500; number 8, C, carries -0.842

---

c) Density functional theory data (ωB97M-V/def2-TZVPD) for a gas-phase ion, C6H13N2 (charge +1).

Cartesian coordinates (Å):
C 0.11215 1.61105 2.45834
N -0.35159 0.99723 1.45089
C 0.25306 -0.19529 1.02737
C 0.00512 -1.38570 1.58895
C 0.95131 -0.08866 -0.29079
C -0.06178 0.19469 -1.41108
C 0.54230 -0.10327 -2.78259
N -1.27537 -0.69608 -1.21640
H -0.46200 2.49602 2.70735
H 0.96838 1.28679 3.04668
H -0.61001 -1.64701 2.43868
H 0.49636 -2.24514 1.14471
H 1.44523 -1.03354 -0.54258
H 1.75914 0.64679 -0.25805
H -0.42366 1.21662 -1.30263
H 0.86687 -1.14906 -2.79319
H -0.16742 -0.07118 -3.60370
H 1.36286 0.57852 -2.96254
H -1.50335 -1.34810 -1.96345
H -1.11908 -1.24149 -0.35235
H -2.12136 -0.12996 -1.25461

As for the structure (SMILES): C=NC(=C)C[C@@H](C)[NH3+]. The net charge is +1. The value obtained for the orbital gap is 9.90 eV.

Mulliken atomic charge list, values in e, 8 entries: number 1, C, carries -0.238; number 2, N, carries -0.330; number 3, C, carries 0.109; number 4, C, carries -0.916; number 5, C, carries -0.761; number 6, C, carries 0.125; number 7, C, carries -1.492; number 8, N, carries -0.139

---

Quick ranking, most stable first: b), c), a).